# C2H10N4O

2 unconnected molecules or ions with the total composition C2H10N4O at a distorted geometry (the ωB97M-V functional and the def2-TZVPD basis, the OMol25 dataset).

Computed properties:
**Lowest unoccupied orbital energy**: 0.8 eV
**Energy**: -376.36784 a.u.
**Molecular weight**: 106.1 g mol⁻¹
**E_HOMO**: -0.2843 Eh
**F_max**: 3.89 eV Å⁻¹
**ΔE to the lowest compared entry with this formula, charge and spin**: 83.8 kcal per mole
**Gap between HOMO and LUMO**: 8.5 eV
**Net charge**: 0
**Structure (SMILES)**: [H]/N=C(\C)O.NNN

```
17
Properties=species:S:1:pos:R:3:forces:R:3:lowdin_charge:R:1
H -1.393 0.309 2.013 0.47 0.24 -0.29 0.061
N -1.331 0.922 1.193 -0.15 -1.37 -1.25 0.090
C -1.292 0.205 0.104 -2.56 1.47 2.53 -0.569
C -1.409 -1.278 0.020 0.76 -0.22 -0.26 -0.017
O -1.559 0.850 -1.046 0.74 -0.05 -0.39 0.043
H -1.011 -1.630 -0.936 -0.10 -0.09 0.12 0.083
H -2.461 -1.564 0.086 0.06 0.12 -0.07 0.093
H -0.854 -1.744 0.837 -0.06 0.06 -0.13 0.081
H -1.681 1.785 -0.806 0.04 -0.19 -0.01 0.123
N 1.953 -0.526 0.772 0.14 -0.10 0.83 -0.034
N 1.422 0.656 0.226 0.38 0.90 0.58 -0.277
N 1.602 0.643 -1.174 -0.76 0.87 -0.24 -0.017
H 2.066 -1.209 0.022 -0.34 0.21 0.19 0.061
H 2.909 -0.340 1.082 -0.18 -0.01 -0.08 0.059
H 0.653 1.165 0.767 1.35 -1.71 -1.66 0.101
H 0.821 0.159 -1.623 -0.05 0.12 -0.03 0.047
H 1.565 1.597 -1.537 0.25 -0.25 0.18 0.073
```
Positions in Å, forces in eV/Å.

***

# C2H10N4O

A molecular structure, C2H10N4O at a distorted geometry (the ωB97M-V functional and the def2-TZVPD basis, the OMol25 dataset).

Computed properties:
**Lowest unoccupied orbital energy**: 0.8 eV
**Energy**: -376.34792 a.u.
**Molecular weight**: 106.1 g mol⁻¹
**E_HOMO**: -0.2698 Eh
**F_max**: 2.99 eV Å⁻¹
**ΔE to the lowest compared entry with this formula, charge and spin**: 96.3 kcal per mole
**Gap between HOMO and LUMO**: 8.1 eV
**Net charge**: 0

```
17
Properties=species:S:1:pos:R:3:forces:R:3:lowdin_charge:R:1
C -0.278 1.505 -0.058 -0.01 -0.49 1.94 -0.287
C 0.911 -0.813 -0.338 -0.04 -2.21 0.40 -0.564
N 2.262 -0.637 -0.087 -0.81 0.38 -0.27 0.164
N -1.582 1.130 -0.628 -0.20 -0.04 -0.03 -0.112
O 0.418 -1.180 -1.378 0.39 0.66 0.87 0.083
H 2.799 -0.548 -0.937 -0.03 0.06 -0.01 0.110
H 2.489 0.071 0.596 -0.03 -0.01 0.09 0.103
H -2.169 1.934 -0.833 0.11 -0.13 -0.16 0.051
H -1.442 0.602 -1.484 -0.08 0.14 0.05 0.046
H -0.444 2.129 0.830 -0.31 0.40 -0.24 0.032
H 0.339 2.106 -0.741 0.23 -0.32 0.13 0.039
N -1.188 -1.457 0.870 0.25 0.20 -0.31 0.046
N 0.135 -0.926 0.965 0.42 -0.84 -0.33 -0.101
H -1.173 -2.184 0.155 -0.01 0.03 0.07 0.080
H -1.742 -0.687 0.472 0.06 -0.10 0.11 0.052
H 0.651 -1.394 1.714 0.03 -0.03 -0.40 0.143
H 0.014 0.349 0.882 0.04 2.30 -1.90 0.116
```
Positions in Å, forces in eV/Å.

***

# C2H10N4O4Si2

A single C2H10N4O4Si2 molecule at a distorted geometry (the ωB97M-V functional and the def2-TZVPD basis, the OMol25 dataset).

Computed properties:
**Lowest unoccupied orbital energy (alpha / beta)**: 0.6 / -2.8 eV
**Energy**: -1180.83483 a.u.
**2S+1**: 3
**Molecular weight**: 210.3 g mol⁻¹
**E_HOMO (alpha / beta)**: -0.2478 / -0.3819 Eh
**F_max**: 7.62 eV Å⁻¹
**Gap between HOMO and LUMO (alpha / beta)**: 7.4 / 7.5 eV
**Net charge**: 0
**<S²>**: 2.007

```
22
Properties=species:S:1:pos:R:3:forces:R:3:lowdin_charge:R:1
C 3.010 0.661 0.486 1.14 -3.45 -0.19 -0.076
C 1.075 -2.283 -0.192 2.37 1.74 0.12 -0.174
N 1.643 0.702 0.118 -1.25 -0.93 -0.92 -0.142
N 1.090 1.906 -0.042 -0.71 -0.98 -0.60 -0.482
N -1.590 0.041 0.877 -6.98 -1.61 2.60 -0.494
N -1.104 -0.454 -0.138 2.98 -2.67 -6.39 0.035
O 1.682 2.879 0.236 1.75 2.67 0.89 0.117
O -0.047 1.898 -0.502 -0.81 -0.31 -0.58 -0.019
O -2.980 -0.132 0.985 -1.21 -0.30 0.02 -0.316
O -1.084 0.760 1.679 2.98 3.93 3.86 0.117
Si -4.005 0.218 -0.381 2.23 0.43 0.89 0.654
Si 0.510 -0.500 -0.659 1.95 -0.37 0.21 0.598
H 3.190 1.367 1.234 0.57 1.09 1.09 0.067
H 3.131 -0.380 0.906 0.00 1.07 0.04 0.100
H 3.802 0.646 -0.301 -0.94 0.72 0.06 0.106
H 0.438 -2.909 -0.685 -2.03 -1.74 -1.60 -0.029
H 2.093 -2.688 -0.473 -0.87 0.95 0.32 0.056
H 0.893 -2.504 0.843 0.09 0.21 0.71 0.024
H -5.413 0.217 0.168 0.74 0.22 -0.32 -0.059
H -3.202 1.524 -0.678 -1.40 -0.76 -0.48 -0.022
H -3.807 -0.866 -1.408 -0.30 0.56 0.24 -0.073
H 0.678 -0.103 -2.073 -0.31 -0.48 0.03 0.012
```
Positions in Å, forces in eV/Å.

***

# C2H10N5

A molecular structure, C2H10N5 at a distorted geometry (the ωB97M-V functional and the def2-TZVPD basis, the OMol25 dataset).

Computed properties:
**Lowest unoccupied orbital energy**: -3.2 eV
**Energy**: -355.58493 a.u.
**Molecular weight**: 104.1 g mol⁻¹
**E_HOMO**: -0.4952 Eh
**F_max**: 3.73 eV Å⁻¹
**ΔE to the lowest compared entry with this formula, charge and spin**: 139.6 kcal per mole
**Gap between HOMO and LUMO**: 10.3 eV
**Net charge**: +1

```
17
Properties=species:S:1:pos:R:3:forces:R:3:lowdin_charge:R:1
C -0.702 -0.657 0.863 -1.17 -0.49 0.48 -0.190
C 1.319 0.674 -0.617 1.91 -0.26 3.19 -0.042
N -1.514 -1.210 -0.124 0.30 0.89 -0.42 0.042
N -1.027 0.677 1.016 -0.97 -1.81 -2.41 0.047
N -1.976 -0.077 -0.937 -0.32 -0.58 0.72 -0.028
N -2.010 1.016 -0.061 0.37 -0.20 -0.41 -0.003
N 1.126 -0.576 0.150 -1.18 -0.12 0.31 0.023
H -0.643 -1.298 1.796 0.83 0.84 -1.22 0.182
H 2.185 1.242 -0.143 -1.05 -0.56 -1.19 0.133
H 1.451 0.355 -1.599 0.39 0.16 -1.77 0.077
H 0.423 1.170 -0.413 -1.06 1.59 -0.36 0.031
H -1.158 -1.999 -0.683 -0.41 0.57 0.49 0.156
H -1.155 1.119 1.883 -0.21 0.46 1.24 0.135
H -1.336 0.213 -1.619 1.65 -0.38 -1.35 0.084
H -2.993 0.986 0.145 -0.28 0.35 2.04 0.123
H 1.419 -0.601 1.100 1.25 0.27 0.49 0.105
H 1.522 -1.342 -0.366 -0.04 -0.74 0.18 0.126
```
Positions in Å, forces in eV/Å.

***

# C2H10NO

2 unconnected molecules or ions with the total composition C2H10NO at a distorted geometry (the ωB97M-V functional and the def2-TZVPD basis, the OMol25 dataset).

Computed properties:
**Lowest unoccupied orbital energy**: -3.3 eV
**Energy**: -211.93470 a.u.
**Molecular weight**: 64.1 g mol⁻¹
**E_HOMO**: -0.5891 Eh
**F_max**: 1.82 eV Å⁻¹
**ΔE to the lowest compared entry with this formula, charge and spin**: 14.9 kcal per mole
**Gap between HOMO and LUMO**: 12.8 eV
**Net charge**: +1

```
14
Properties=species:S:1:pos:R:3:forces:R:3:lowdin_charge:R:1
O -0.688 -2.211 1.004 -0.54 -0.63 0.62 -0.056
H -1.308 -2.897 0.713 0.10 0.27 -0.67 0.065
H 1.132 -0.176 -0.110 0.02 -0.33 -0.67 0.163
H -0.686 -2.468 1.943 0.46 0.60 -0.08 0.067
C 0.299 1.351 0.840 -0.53 0.65 -0.52 0.024
N 0.278 0.340 -0.316 0.50 0.28 1.73 -0.025
C 0.269 0.866 -1.715 -1.03 0.44 0.19 0.018
H 0.646 2.310 0.478 0.28 0.02 -0.28 0.092
H -0.720 1.534 1.182 0.13 -0.36 0.15 0.107
H 0.976 1.031 1.634 -0.35 -0.28 -0.15 0.108
H -0.466 -0.322 -0.073 -0.01 -0.22 -0.39 0.130
H -0.727 0.859 -2.144 -0.32 -0.62 0.21 0.105
H 0.920 0.277 -2.338 0.37 0.12 -0.08 0.105
H 0.445 1.932 -1.679 0.91 0.06 -0.05 0.096
```
Positions in Å, forces in eV/Å.

***

# C2H10NO

A molecular structure, C2H10NO at a distorted geometry (the ωB97M-V functional and the def2-TZVPD basis, the OMol25 dataset).

Computed properties:
**Lowest unoccupied orbital energy (alpha / beta)**: -11.3 / -16.9 eV
**Energy**: -211.11507 a.u.
**2S+1**: 2
**Molecular weight**: 64.1 g mol⁻¹
**E_HOMO (alpha / beta)**: -0.7713 / -0.7494 Eh
**F_max**: 5.14 eV Å⁻¹
**ΔE to the lowest compared entry with this formula, charge and spin**: 171.2 kcal per mole
**Gap between HOMO and LUMO (alpha / beta)**: 9.7 / 3.5 eV
**Net charge**: +2
**<S²>**: 1.721

```
14
Properties=species:S:1:pos:R:3:forces:R:3:lowdin_charge:R:1
C -0.132 0.216 -2.575 0.73 -2.40 1.69 -0.054
N -0.586 1.025 -1.481 -2.25 -1.98 0.19 0.188
C 1.529 -1.079 2.915 2.93 4.18 0.64 0.296
H -1.006 -0.265 -3.075 0.23 0.74 -0.06 0.139
H 0.455 -0.681 -2.117 -0.48 1.75 -1.03 0.138
H 0.468 0.765 -3.292 0.16 0.20 -0.37 0.127
H 0.694 -0.789 2.265 -2.32 -0.69 0.07 0.110
H -1.712 0.167 1.074 -0.90 0.11 0.51 0.142
H 2.411 -1.215 2.329 1.38 -0.65 0.13 0.110
H 1.682 -0.502 3.821 -0.09 0.33 -0.16 0.118
H 1.243 -2.101 3.134 -1.79 -3.24 -0.47 0.220
H -1.526 1.421 -1.668 0.86 0.85 -0.20 0.153
H -0.670 0.474 -0.403 0.96 1.78 -2.52 0.031
O -0.790 0.091 0.783 0.59 -1.00 1.60 0.282
```
Positions in Å, forces in eV/Å.

***

# C2H10NO2S

3 unconnected molecules or ions with the total composition C2H10NO2S at a distorted geometry (the ωB97M-V functional and the def2-TZVPD basis, the OMol25 dataset).

Computed properties:
**Lowest unoccupied orbital energy**: 3.7 eV
**Energy**: -685.63083 a.u.
**Molecular weight**: 112.2 g mol⁻¹
**E_HOMO**: -0.1080 Eh
**F_max**: 2.66 eV Å⁻¹
**ΔE to the lowest compared entry with this formula, charge and spin**: 23.1 kcal per mole
**Gap between HOMO and LUMO**: 6.6 eV
**Net charge**: -1

```
16
Properties=species:S:1:pos:R:3:forces:R:3:lowdin_charge:R:1
C -0.057 0.002 -0.081 -1.51 1.59 -1.24 -0.386
C -1.413 -0.452 -0.661 0.46 -2.08 0.44 -0.779
S -1.276 -1.130 -2.375 -0.17 0.23 0.43 0.104
N 0.500 1.009 -1.131 -0.50 -1.40 2.21 -0.059
H 0.669 -0.793 -0.038 0.21 -0.47 0.23 0.071
H -0.378 0.355 0.932 1.15 0.44 -0.55 0.096
H -2.088 0.441 -0.596 0.14 -0.97 0.16 0.047
H -1.691 -1.358 0.004 -0.46 1.59 -0.71 0.034
H -0.363 1.470 -1.436 0.44 0.10 -0.16 0.041
H 0.602 0.260 -1.826 0.09 0.64 -0.67 -0.031
H 1.623 2.062 0.367 0.39 0.78 -0.64 0.000
H 3.026 2.264 -0.122 0.04 0.08 -0.17 0.012
O 2.311 2.766 0.277 -0.27 -0.56 0.71 -0.118
H -1.242 -2.383 2.433 0.01 0.04 -0.11 0.029
H 0.065 -2.083 1.715 -0.02 0.08 -0.17 0.005
O -0.288 -2.429 2.539 0.01 -0.10 0.25 -0.066
```
Positions in Å, forces in eV/Å.